This record from OMol25 describes a cluster of 10 separate species, C18H58BO18 in total. The level of theory is the ωB97M-V functional and the def2-TZVPD basis.

Computed properties:
* charge: -1
* maximum force: 0.0590 Eh/bohr
* energy: -57133.8443 eV
* energy above the lowest of the compared OMol25 structures with the same formula, charge and spin: 0.000 eV
* frontier orbital gap: 9.75 eV
* HOMO: -7.44 eV
* LUMO level: 2.31 eV

Each atom is followed by the atoms it is bonded to, with distances in Å.
Atoms and positions in Å:
1 B 10.08 11.43 -22.33  H2 1.124, H3 1.127, H4 1.124, H5 1.127
2 H 10.26 12.14 -23.18  B1 1.124
3 H 9.73 11.98 -21.41  B1 1.127
4 H 9.37 10.63 -22.68  B1 1.124
5 H 11.08 11.01 -22.03  B1 1.127
6 C 8.34 11.08 -18.51  C7 1.569, O9 1.419, H10 1.090, H11 1.093
7 C 7.72 10.01 -19.48  C6 1.569, O8 1.442, H12 1.092, H13 1.089
8 O 8.71 9.56 -20.44  C7 1.442, H14 0.973
9 O 8.28 12.33 -19.17  C6 1.419, H15 0.968
10 H 9.30 10.81 -18.08  C6 1.090
11 H 7.59 11.17 -17.72  C6 1.093
12 H 6.87 10.54 -19.91  C7 1.092
13 H 7.34 9.11 -18.99  C7 1.089
14 H 9.05 10.29 -20.97  O8 0.973
15 H 8.81 12.20 -19.97  O9 0.968
16 C 14.70 8.69 -20.49  C17 1.523, O19 1.430, H20 1.094, H21 1.095
17 C 13.62 9.69 -20.89  C16 1.523, O18 1.430, H22 1.096, H23 1.093
18 O 14.08 10.96 -20.43  C17 1.430, H24 0.980
19 O 14.27 7.33 -20.35  C16 1.430, H25 0.959
20 H 15.17 9.03 -19.56  C16 1.094
21 H 15.57 8.69 -21.16  C16 1.095
22 H 12.67 9.43 -20.41  C17 1.096
23 H 13.30 9.65 -21.93  C17 1.093
24 H 13.42 11.66 -20.61  O18 0.980
25 H 14.94 6.91 -19.81  O19 0.959
26 C 6.11 11.18 -23.32  C27 1.530, O29 1.402, H30 1.095, H31 1.091
27 C 6.39 9.67 -23.40  C26 1.530, O28 1.444, H32 1.092, H33 1.093
28 O 6.61 9.16 -24.73  C27 1.444, H34 0.970
29 O 4.79 11.48 -23.69  C26 1.402, H35 0.960
30 H 6.76 11.73 -24.01  C26 1.095
31 H 6.30 11.56 -22.31  C26 1.091
32 H 5.57 9.17 -22.88  C27 1.092
33 H 7.23 9.43 -22.74  C27 1.093
34 H 7.43 9.62 -24.97  O28 0.970
35 H 4.80 11.51 -24.65  O29 0.960
36 C 14.80 12.72 -24.95  C37 1.541, O39 1.428, H40 1.095, H41 1.086
37 C 13.66 13.41 -24.18  C36 1.541, O38 1.422, H42 1.094, H43 1.095
38 O 12.88 14.29 -24.98  C37 1.422, H44 0.972
39 O 15.79 13.72 -25.19  C36 1.428, H45 0.960
40 H 14.36 12.53 -25.93  C36 1.095
41 H 15.24 11.82 -24.52  C36 1.086
42 H 14.05 13.86 -23.26  C37 1.094
43 H 12.98 12.65 -23.78  C37 1.095
44 H 12.00 14.26 -24.58  O38 0.972
45 H 15.39 14.44 -25.69  O39 0.960
46 C 9.15 14.44 -24.86  C47 1.514, O49 1.407, H50 1.093, H51 1.092
47 C 9.23 15.76 -25.60  C46 1.514, O48 1.420, H52 1.093, H53 1.096
48 O 9.08 16.91 -24.78  C47 1.420, H54 0.964
49 O 10.34 14.29 -24.12  C46 1.407, H55 0.969
50 H 9.02 13.64 -25.58  C46 1.093
51 H 8.33 14.47 -24.13  C46 1.092
52 H 8.51 15.75 -26.42  C47 1.093
53 H 10.13 15.77 -26.24  C47 1.096
54 H 9.78 16.81 -24.12  O48 0.964
55 H 10.21 13.68 -23.38  O49 0.969
56 C 10.02 6.33 -22.35  C57 1.521, O59 1.409, H60 1.095, H61 1.088
57 C 11.20 7.10 -21.76  C56 1.521, O58 1.414, H62 1.092, H63 1.092
58 O 12.33 6.62 -22.45  C57 1.414, H64 0.966
59 O 10.04 5.05 -21.77  C56 1.409, H65 0.962
60 H 10.17 6.20 -23.42  C56 1.095
61 H 9.00 6.69 -22.19  C56 1.088
62 H 11.24 6.89 -20.69  C57 1.092
63 H 11.11 8.18 -21.89  C57 1.092
64 H 13.08 6.81 -21.88  O58 0.966
65 H 10.93 4.69 -21.86  O59 0.962
66 C 10.05 9.74 -25.72  C67 1.529, O69 1.427, H70 1.093, H71 1.091
67 C 11.44 10.38 -25.71  C66 1.529, O68 1.409, H72 1.097, H73 1.091
68 O 12.02 10.28 -24.43  C67 1.409, H74 0.968
69 O 9.07 10.58 -25.11  C66 1.427, H75 0.975
70 H 10.09 8.80 -25.16  C66 1.093
71 H 9.64 9.52 -26.71  C66 1.091
72 H 11.42 11.46 -25.91  C67 1.097
73 H 12.14 9.97 -26.45  C67 1.091
74 H 11.31 10.55 -23.83  O68 0.968
75 H 9.44 10.84 -24.25  O69 0.975
76 C 12.76 13.64 -18.32  C77 1.508, O79 1.433, H80 1.088, H81 1.097
77 C 11.77 12.73 -19.01  C76 1.508, O78 1.450, H82 1.091, H83 1.094
78 O 12.05 12.75 -20.43  C77 1.450, H84 0.972
79 O 12.47 15.03 -18.52  C76 1.433, H85 0.962
80 H 13.79 13.35 -18.50  C76 1.088
81 H 12.60 13.52 -17.24  C76 1.097
82 H 10.71 12.91 -18.83  C77 1.091
83 H 11.99 11.71 -18.69  C77 1.094
84 H 11.48 12.15 -20.94  O78 0.972
85 H 11.52 15.06 -18.34  O79 0.962
86 C 8.00 15.50 -20.93  C87 1.531, O89 1.445, H90 1.090, H91 1.095
87 C 6.74 15.02 -20.21  C86 1.531, O88 1.418, H92 1.092, H93 1.095
88 O 5.76 15.98 -20.55  C87 1.418, H94 0.960
89 O 8.68 16.55 -20.21  C86 1.445, H95 0.961
90 H 7.82 15.76 -21.97  C86 1.090
91 H 8.76 14.70 -20.91  C86 1.095
92 H 6.80 14.82 -19.14  C87 1.092
93 H 6.33 14.10 -20.63  C87 1.095
94 H 4.87 15.67 -20.34  O88 0.960
95 H 9.46 16.72 -20.74  O89 0.961

This record from OMol25 describes a cluster of 6 separate species, C18H59O20P6Si in total. The level of theory is the ωB97M-V functional and the def2-TZVPD basis.

Computed properties:
* charge: -1
* maximum force: 0.1826 Eh/bohr
* energy: -124172.1189 eV
* frontier orbital gap: 1.12 eV
* HOMO: -2.43 eV
* LUMO level: -1.31 eV

Each atom is followed by the atoms it is bonded to, with distances in Å.
Atoms and positions in Å:
1 C -0.87 -0.38 8.56  Si2 1.919, H6 1.125, H7 1.135, H8 1.124
2 Si -0.87 1.13 7.38  C1 1.919, C3 1.933, C4 1.942, P5 2.229
3 C 0.50 2.36 7.98  Si2 1.933, H9 1.122, H10 1.122, H11 1.140
4 C -0.37 0.67 5.56  Si2 1.942, H12 1.122, H13 1.123, H14 1.135
5 P -2.92 2.01 7.31  Si2 2.229, H15 1.480, H16 1.474, H17 1.459, H18 1.478, H19 1.466
6 H -0.44 -1.26 8.00  C1 1.125
7 H -0.21 -0.14 9.45  C1 1.135
8 H -1.91 -0.55 8.94  C1 1.124
9 H 0.71 3.12 7.18  C3 1.122
10 H 0.31 2.79 9.00  C3 1.122
11 H 1.45 1.73 8.07  C3 1.140
12 H -1.32 0.51 4.99  C4 1.122
13 H 0.34 -0.20 5.56  C4 1.123
14 H 0.15 1.58 5.13  C4 1.135
15 H -3.12 1.38 5.99  P5 1.480
16 H -2.47 3.22 6.59  P5 1.474
17 H -2.80 2.66 8.61  P5 1.459
18 H -3.46 0.77 7.90  P5 1.478
19 H -4.29 2.51 7.20  P5 1.466
20 C -4.53 4.11 -0.89  O21 1.430, H28 1.091, H29 1.094, H30 1.093
21 O -3.74 3.07 -0.31  C20 1.430, P22 1.723
22 P -3.67 3.08 1.41  O21 1.723, O23 1.528, O24 1.639, O26 1.711
23 O -2.56 2.03 1.47  P22 1.528
24 O -5.15 2.37 1.50  P22 1.639, C25 1.416
25 C -5.34 1.10 0.91  O24 1.416, H31 1.092, H32 1.093, H33 1.090
26 O -3.74 3.35 3.10  P22 1.711, C27 1.423
27 C -2.52 3.66 3.75  O26 1.423, H34 1.092, H35 1.090, H36 1.091
28 H -4.56 3.97 -1.97  C20 1.091
29 H -5.55 4.08 -0.50  C20 1.094
30 H -4.08 5.09 -0.67  C20 1.093
31 H -4.39 0.59 0.70  C25 1.092
32 H -5.89 1.21 -0.03  C25 1.093
33 H -5.92 0.48 1.59  C25 1.090
34 H -1.91 4.33 3.13  C27 1.092
35 H -1.96 2.75 3.96  C27 1.090
36 H -2.74 4.16 4.69  C27 1.091
37 C -1.51 0.98 -0.81  O38 1.443, H45 1.087, H46 1.093, H47 1.085
38 O -1.25 0.56 -2.17  C37 1.443, P39 1.713
39 P 0.21 1.13 -2.85  O38 1.713, O40 1.524, O41 1.635, O43 1.709
40 O -0.14 0.67 -4.26  P39 1.524
41 O 1.09 0.00 -2.06  P39 1.635, C42 1.419
42 C 0.84 -1.37 -2.32  O41 1.419, H48 1.092, H49 1.092, H50 1.091
43 O 1.66 1.92 -3.29  P39 1.709, C44 1.421
44 C 1.57 2.88 -4.33  O43 1.421, H51 1.091, H52 1.090, H53 1.092
45 H -2.42 0.49 -0.47  C37 1.087
46 H -0.68 0.69 -0.15  C37 1.093
47 H -1.65 2.06 -0.78  C37 1.085
48 H 0.26 -1.53 -3.24  C42 1.092
49 H 0.28 -1.79 -1.48  C42 1.092
50 H 1.79 -1.89 -2.41  C42 1.091
51 H 0.65 3.46 -4.25  C44 1.091
52 H 1.61 2.37 -5.30  C44 1.090
53 H 2.42 3.55 -4.26  C44 1.092
54 C 7.70 -5.21 -0.82  O55 1.430, H62 1.090, H63 1.094, H64 1.093
55 O 6.80 -4.61 0.11  C54 1.430, P56 1.719
56 P 5.55 -3.65 -0.58  O55 1.719, O57 1.521, O58 1.634, O60 1.707
57 O 5.14 -3.10 0.77  P56 1.521
58 O 4.68 -4.98 -0.99  P56 1.634, C59 1.422
59 C 4.26 -5.86 0.04  O58 1.422, H65 1.092, H66 1.092, H67 1.090
60 O 4.45 -2.69 -1.47  P56 1.707, C61 1.425
61 C 4.50 -1.28 -1.21  O60 1.425, H68 1.091, H69 1.089, H70 1.091
62 H 8.39 -5.85 -0.27  C54 1.090
63 H 7.16 -5.82 -1.55  C54 1.094
64 H 8.27 -4.43 -1.34  C54 1.093
65 H 4.33 -5.42 1.04  C59 1.092
66 H 4.89 -6.76 0.01  C59 1.092
67 H 3.23 -6.15 -0.15  C59 1.090
68 H 5.52 -0.94 -1.09  C61 1.091
69 H 3.91 -1.05 -0.32  C61 1.089
70 H 4.05 -0.77 -2.07  C61 1.091
71 C -7.88 9.06 -2.69  O72 1.431, H79 1.090, H80 1.094, H81 1.093
72 O -6.60 8.84 -2.08  C71 1.431, P73 1.720
73 P -5.30 8.55 -3.18  O72 1.720, O74 1.523, O75 1.636, O77 1.709
74 O -4.39 8.14 -2.03  P73 1.523
75 O -5.17 10.15 -3.49  P73 1.636, C76 1.419
76 C -4.93 11.04 -2.41  O75 1.419, H82 1.092, H83 1.093, H84 1.090
77 O -4.11 8.26 -4.36  P73 1.709, C78 1.423
78 C -3.50 6.97 -4.34  O77 1.423, H85 1.091, H86 1.090, H87 1.091
79 H -8.59 9.30 -1.91  C71 1.090
80 H -7.83 9.89 -3.40  C71 1.094
81 H -8.21 8.15 -3.21  C71 1.093
82 H -4.57 10.52 -1.51  C76 1.092
83 H -5.85 11.57 -2.16  C76 1.093
84 H -4.18 11.76 -2.72  C76 1.090
85 H -4.23 6.19 -4.12  C78 1.091
86 H -2.70 6.96 -3.59  C78 1.090
87 H -3.06 6.78 -5.32  C78 1.091
88 C 7.14 -11.13 -3.70  O89 1.431, H96 1.090, H97 1.094, H98 1.093
89 O 6.31 -10.65 -2.65  C88 1.431, P90 1.719
90 P 4.98 -9.69 -3.15  O89 1.719, O91 1.522, O92 1.635, O94 1.706
91 O 4.64 -9.24 -1.73  P90 1.522
92 O 4.12 -11.01 -3.58  P90 1.635, C93 1.420
93 C 3.80 -11.97 -2.58  O92 1.420, H99 1.092, H100 1.093, H101 1.090
94 O 3.82 -8.71 -3.92  P90 1.706, C95 1.424
95 C 3.84 -7.32 -3.60  O94 1.424, H102 1.090, H103 1.089, H104 1.091
96 H 7.90 -11.79 -3.27  C88 1.090
97 H 6.56 -11.71 -4.43  C88 1.094
98 H 7.64 -10.30 -4.20  C88 1.093
99 H 3.92 -11.59 -1.57  C93 1.092
100 H 4.44 -12.85 -2.71  C93 1.093
101 H 2.76 -12.28 -2.72  C93 1.090
102 H 4.87 -6.96 -3.50  C95 1.090
103 H 3.30 -7.15 -2.67  C95 1.089
104 H 3.34 -6.77 -4.40  C95 1.091

This record from OMol25 describes a cluster of 12 separate species, C18H60N14O12 in total. The level of theory is the ωB97M-V functional and the def2-TZVPD basis.

Computed properties:
* maximum force: 0.2157 Eh/bohr
* energy: -65065.7467 eV
* SMILES string: NC(N)=O.NC(N)=O.NC(N)=O.NC(N)=O.NC(N)=O.NC(N)=O.NC(N)=O.CC(C)O.CC(C)O.CC(C)O.CO.CO
* energy above the lowest of the compared OMol25 structures with the same formula, charge and spin: 10.518 eV
* frontier orbital gap: 7.50 eV
* HOMO: -7.92 eV
* LUMO level: -0.42 eV

Each atom is followed by the atoms it is bonded to, with distances in Å.
Atoms and positions in Å:
1 N 13.28 -2.22 12.61  C2 1.345, H5 1.011, H6 0.991
2 C 14.56 -1.88 12.86  N1 1.345, N3 1.293, O4 1.404
3 N 14.87 -0.64 12.72  C2 1.293, H7 1.022, H8 1.060
4 O 15.57 -2.77 13.28  C2 1.404
5 H 13.23 -3.22 12.50  N1 1.011
6 H 12.75 -1.65 12.00  N1 0.991
7 H 15.78 -0.28 13.02  N3 1.022
8 H 14.28 0.09 12.22  N3 1.060
9 N 11.81 -6.23 14.44  C10 1.288, H13 0.962, H14 0.996
10 C 10.55 -6.31 14.18  N9 1.288, N11 1.295, O12 1.388
11 N 9.91 -5.25 14.54  C10 1.295, H15 0.967, H16 1.001
12 O 9.99 -7.48 13.70  C10 1.388
13 H 12.35 -7.03 14.50  N9 0.962
14 H 12.31 -5.42 14.72  N9 0.996
15 H 9.04 -4.99 14.23  N11 0.967
16 H 10.44 -4.55 15.04  N11 1.001
17 N 16.23 -3.97 15.31  C18 1.291, H21 1.108, H22 1.024
18 C 15.49 -4.87 15.87  N17 1.291, N19 1.264, O20 1.326
19 N 14.62 -5.35 15.10  C18 1.264, H23 1.057, H24 1.008
20 O 15.65 -5.50 17.03  C18 1.326
21 H 17.11 -3.72 15.94  N17 1.108
22 H 15.93 -3.41 14.51  N17 1.024
23 H 14.31 -6.28 15.49  N19 1.057
24 H 14.19 -4.90 14.30  N19 1.008
25 N 14.04 -9.78 16.99  C26 1.319, H29 1.009, H30 0.985
26 C 14.12 -8.48 16.81  N25 1.319, N27 1.300, O28 1.330
27 N 14.71 -7.79 17.75  C26 1.300, H31 1.009, H32 1.047
28 O 13.69 -7.90 15.69  C26 1.330
29 H 13.64 -10.23 16.18  N25 1.009
30 H 14.02 -10.18 17.89  N25 0.985
31 H 14.91 -6.83 17.55  N27 1.009
32 H 15.02 -8.10 18.70  N27 1.047
33 N 13.67 -5.79 10.25  C34 1.284, H37 1.032, H38 1.046
34 C 13.21 -5.71 11.45  N33 1.284, N35 1.305, O36 1.410
35 N 12.24 -6.56 11.67  C34 1.305, H39 1.007, H40 1.031
36 O 13.69 -4.92 12.51  C34 1.410
37 H 14.56 -5.33 10.01  N33 1.032
38 H 13.28 -6.56 9.65  N33 1.046
39 H 12.08 -6.58 12.66  N35 1.007
40 H 11.77 -7.11 10.93  N35 1.031
41 N 18.30 -6.42 17.71  C42 1.293, H45 1.037, H46 1.046
42 C 19.22 -6.08 18.56  N41 1.293, N43 1.285, O44 1.405
43 N 18.77 -5.67 19.69  C42 1.285, H47 1.091, H48 1.062
44 O 20.58 -6.15 18.23  C42 1.405
45 H 18.61 -6.50 16.73  N41 1.037
46 H 17.26 -6.38 17.79  N41 1.046
47 H 19.46 -5.74 20.53  N43 1.091
48 H 17.89 -5.10 19.84  N43 1.062
49 N 17.79 -5.26 13.31  C50 1.247, H53 1.043, H54 1.025
50 C 17.28 -6.31 12.87  N49 1.247, N51 1.266, O52 1.403
51 N 16.12 -6.63 13.26  C50 1.266, H55 1.032, H56 1.033
52 O 17.97 -7.14 11.97  C50 1.403
53 H 18.62 -4.84 12.84  N49 1.043
54 H 17.27 -4.57 13.87  N49 1.025
55 H 15.49 -6.08 13.87  N51 1.032
56 H 15.84 -7.58 12.96  N51 1.033
57 C 10.28 -4.02 18.23  C58 1.461, H61 1.134, H62 1.049, H63 1.034
58 C 11.46 -4.71 18.73  C57 1.461, C59 1.524, O60 1.246, H64 1.099
59 C 12.50 -5.02 17.66  C58 1.524, H65 1.107, H66 1.052, H67 1.118
60 O 12.22 -4.09 19.49  C58 1.246, H68 0.916
61 H 10.66 -3.15 17.61  C57 1.134
62 H 9.90 -3.70 19.16  C57 1.049
63 H 9.53 -4.55 17.75  C57 1.034
64 H 11.08 -5.62 19.22  C58 1.099
65 H 12.22 -5.76 16.88  C59 1.107
66 H 13.28 -5.57 18.12  C59 1.052
67 H 12.87 -4.19 17.01  C59 1.118
68 H 12.71 -3.47 19.03  O60 0.916
69 C 15.28 -1.34 16.35  C70 1.521, H73 1.093, H74 1.121, H75 1.076
70 C 14.86 -1.91 17.70  C69 1.521, C71 1.472, O72 1.234, H76 1.097
71 C 15.49 -1.12 18.77  C70 1.472, H77 1.040, H78 1.053, H79 1.079
72 O 13.63 -1.88 17.77  C70 1.234, H80 0.929
73 H 14.63 -1.77 15.59  C69 1.093
74 H 16.34 -1.55 16.06  C69 1.121
75 H 15.15 -0.27 16.32  C69 1.076
76 H 15.28 -2.92 17.76  C70 1.097
77 H 15.13 -1.39 19.71  C71 1.040
78 H 15.60 -0.09 18.61  C71 1.053
79 H 16.53 -1.36 18.92  C71 1.079
80 H 13.33 -2.10 16.92  O72 0.929
81 C 19.50 -3.02 15.44  C82 1.498, H85 1.048, H86 1.122, H87 1.114
82 C 19.16 -3.14 16.90  C81 1.498, C83 1.515, O84 1.233, H88 1.075
83 C 19.01 -1.75 17.49  C82 1.515, H89 1.129, H90 1.036, H91 1.101
84 O 18.11 -3.73 17.13  C82 1.233, H92 0.952
85 H 19.17 -3.92 15.00  C81 1.048
86 H 20.57 -2.94 15.12  C81 1.122
87 H 18.96 -2.16 14.98  C81 1.114
88 H 19.95 -3.50 17.54  C82 1.075
89 H 18.04 -1.33 17.12  C83 1.129
90 H 19.78 -1.15 17.14  C83 1.036
91 H 19.07 -1.59 18.58  C83 1.101
92 H 18.34 -4.65 17.18  O84 0.952
93 C 15.64 -4.29 20.12  O94 1.368, H95 1.050, H96 1.069, H97 1.086
94 O 16.82 -3.83 19.59  C93 1.368, H98 0.975
95 H 15.74 -5.18 20.66  C93 1.050
96 H 14.80 -4.27 19.46  C93 1.069
97 H 15.42 -3.56 20.89  C93 1.086
98 H 16.75 -3.99 18.63  O94 0.975
99 C 11.56 -1.66 15.20  O100 1.402, H101 1.084, H102 1.125, H103 1.101
100 O 12.04 -2.89 14.75  C99 1.402, H104 0.980
101 H 11.53 -1.64 16.29  C99 1.084
102 H 10.56 -1.38 14.77  C99 1.125
103 H 12.32 -0.89 15.00  C99 1.101
104 H 12.51 -2.74 13.90  O100 0.980